{
  "formula": "C5H4INS",
  "method": "ωB97M-V with the def2-TZVPD basis set",
  "elements": ["C", "C", "C", "C", "C", "N", "S", "I", "H", "H", "H", "H"],
  "coordinates": [[-1.927, -0.829, -0.050], [-1.152, -1.416, 0.952], [-1.656, 0.463, -0.274], [-0.311, -0.444, 1.569], [0.579, -0.532, 2.590], [1.487, -0.709, 3.283], [-0.485, 1.162, 0.781], [2.904, 1.898, 0.044], [-2.628, -1.448, -0.496], [-1.303, -2.482, 1.224], [-1.999, 1.082, -1.011], [4.066, 1.922, 1.031]],
  "forces_ev_per_a": [[0.8, -0.4, 0.7], [1.3, 1.2, 1.9], [1.1, 0.4, 1.3], [-3.0, 0.2, -3.0], [2.6, -1.1, 1.6], [-0.5, 0.3, 0.3], [-0.7, -2.5, 0.3], [-1.3, 0.0, -1.2], [-1.3, -0.6, -1.4], [0.6, 1.0, 0.1], [-1.2, 1.3, -1.8], [1.5, 0.0, 1.3]],
  "smiles": "N#Cc1cccs1.I",
  "e_above_lowest_ev": 0.307,
  "total_charge": 0,
  "homo_energy_ev": -9.3,
  "largest_force_ev_per_a": 4.2,
  "molar_mass_g_mol": 237.1
}

***

{
  "formula": "C5H12O3Ru",
  "method": "ωB97M-V with the def2-TZVPD basis set",
  "elements": ["H", "C", "O", "C", "O", "C", "C", "O", "C", "Ru", "H", "H", "H", "H", "H", "H", "H", "H", "H", "H", "H"],
  "coordinates": [[-0.569, 2.720, 1.944], [7.000, 1.787, 1.370], [6.704, 3.059, 0.882], [5.933, 0.773, 0.974], [4.641, 1.355, 1.267], [3.552, 0.454, 1.080], [2.254, 1.234, 1.052], [2.467, 2.356, 0.241], [1.402, 3.277, 0.267], [4.838, 3.298, 0.862], [7.085, 1.788, 2.475], [7.961, 1.407, 0.977], [6.032, -0.163, 1.541], [5.966, 0.555, -0.105], [3.536, -0.255, 1.919], [3.694, -0.106, 0.143], [1.964, 1.550, 2.072], [1.445, 0.600, 0.648], [1.651, 4.116, -0.428], [0.481, 2.816, -0.127], [1.284, 3.712, 1.273]],
  "forces_ev_per_a": [[-0.3, -0.1, 0.2], [0.9, -2.1, 0.4], [-0.3, 0.4, 0.2], [0.9, -0.8, -0.2], [0.5, -0.6, 0.4], [-1.6, -1.3, -0.2], [-0.2, -0.7, 1.0], [2.0, 0.7, -0.2], [-0.8, 1.9, -0.9], [-1.8, 1.9, -1.0], [0.1, 0.5, -0.3], [-0.2, 0.4, 0.1], [0.1, 0.3, -0.1], [-0.1, 0.0, 0.3], [0.1, 0.1, -0.2], [0.2, 0.3, 0.2], [0.1, -0.1, -0.3], [0.3, 0.2, 0.1], [-0.1, -0.7, 0.4], [0.3, 0.1, 0.4], [-0.2, -0.4, -0.3]],
  "spin_multiplicity": 7,
  "e_above_lowest_ev": 0.512,
  "total_charge": 2,
  "homo_energy_ev": [-16.7, -18.9],
  "largest_force_ev_per_a": 2.8,
  "molar_mass_g_mol": 221.2
}

***

{
  "formula": "H3N3O3",
  "method": "ωB97M-V with the def2-TZVPD basis set",
  "elements": ["N", "N", "N", "O", "O", "O", "H", "H", "H"],
  "coordinates": [[0.809, -0.232, 1.059], [-0.130, 0.026, 0.143], [0.288, 0.256, -1.306], [1.459, 0.373, -1.462], [-0.636, 0.348, -2.050], [-1.450, -0.407, 0.274], [0.836, 0.456, 1.808], [0.848, -1.184, 1.402], [-2.025, 0.364, 0.131]],
  "forces_ev_per_a": [[-0.1, -0.3, 0.2], [-0.3, 1.8, -1.5], [-0.6, -1.2, 2.9], [0.4, 0.2, -0.5], [-0.3, 0.2, -0.7], [0.5, -0.4, 0.0], [-0.1, -0.2, -0.2], [0.0, 0.0, -0.2], [0.4, 0.0, 0.0]],
  "smiles": "NN(O)[N+](=O)[O-]",
  "e_above_lowest_ev": 4.500,
  "total_charge": 0,
  "homo_energy_ev": -9.9,
  "largest_force_ev_per_a": 3.2,
  "molar_mass_g_mol": 93.0
}

***

{
  "formula": "C11H22O4Si",
  "method": "ωB97M-V with the def2-TZVPD basis set",
  "elements": ["C", "C", "O", "O", "C", "C", "C", "C", "Si", "C", "C", "C", "O", "C", "C", "O", "H", "H", "H", "H", "H", "H", "H", "H", "H", "H", "H", "H", "H", "H", "H", "H", "H", "H", "H", "H", "H", "H"],
  "coordinates": [[0.930, -2.776, 1.503], [0.264, -3.099, 0.189], [0.907, -3.515, -0.774], [-1.099, -2.981, 0.139], [-1.487, -1.590, 0.044], [-2.985, -1.526, -0.082], [-3.546, -0.153, -0.502], [-2.527, 0.918, -0.923], [-1.778, 1.938, 0.498], [-0.002, 1.355, 0.847], [1.059, 2.469, 0.947], [2.425, 1.934, 0.546], [2.524, 2.029, -0.871], [3.531, 1.245, -1.373], [3.128, -0.095, -1.906], [4.683, 1.630, -1.396], [1.030, -3.698, 2.059], [1.916, -2.400, 1.278], [0.398, -2.042, 2.090], [-1.195, -1.100, 0.967], [-0.964, -1.167, -0.803], [-3.323, -2.318, -0.736], [-3.385, -1.775, 0.894], [-4.198, -0.320, -1.351], [-4.186, 0.245, 0.272], [-3.070, 1.641, -1.528], [-1.755, 0.530, -1.574], [-2.595, 1.644, 1.700], [-1.784, 3.375, 0.162], [0.033, 0.721, 1.727], [0.287, 0.726, 0.009], [1.110, 2.839, 1.962], [0.797, 3.264, 0.263], [3.230, 2.474, 1.033], [2.468, 0.890, 0.845], [3.599, -0.223, -2.869], [3.495, -0.878, -1.257], [2.060, -0.212, -2.030]],
  "forces_ev_per_a": [[-0.1, 0.2, -0.5], [1.2, -1.1, -1.8], [-1.5, 0.9, 1.9], [0.4, 0.2, -0.1], [-0.2, -0.7, 0.3], [-0.1, 0.2, 0.5], [0.3, -0.2, -0.6], [-0.3, 0.6, 0.5], [0.3, -0.9, -0.1], [-0.1, 0.7, -0.3], [-0.1, -0.8, -0.1], [-0.5, 0.3, 0.4], [0.1, -0.3, -0.3], [1.7, 0.6, -0.1], [-0.3, 0.1, -0.2], [-1.5, -0.4, 0.2], [0.0, -0.2, 0.2], [0.4, 0.0, 0.0], [-0.3, 0.1, 0.2], [0.3, 0.4, 0.1], [0.1, 0.2, -0.2], [0.0, -0.1, -0.4], [-0.1, -0.2, 0.2], [-0.2, -0.1, -0.2], [-0.1, 0.1, 0.3], [-0.1, 0.2, -0.2], [0.2, -0.1, -0.2], [-0.1, 0.2, 0.1], [0.0, 0.1, 0.1], [0.0, -0.1, 0.3], [0.0, -0.2, -0.3], [-0.1, 0.3, 0.2], [0.1, 0.5, 0.0], [0.3, 0.2, -0.1], [0.2, -0.3, 0.1], [0.2, -0.1, -0.2], [0.1, -0.2, 0.2], [-0.3, 0.1, 0.1]],
  "smiles": "CC(=O)OCCCC[SiH2]CCCOC(C)=O",
  "e_above_lowest_ev": 1.742,
  "total_charge": 0,
  "homo_energy_ev": -10.3,
  "largest_force_ev_per_a": 2.6,
  "molar_mass_g_mol": 246.4
}